C33H45IO34S8 | ωB97M-V with the def2-TZVPD basis set

As for the SMILES: O=C1c2ccccc2C(=O)c2c(CCCI)cccc21.O=S1(=O)OCCO1.O=S1(=O)OCCO1.O=S1(=O)OCCO1.O=S1(=O)OCCO1.O=S1(=O)OCCO1.O=S1(=O)OCCO1.O=S1(=O)OCCO1.O=S1(=O)OCCO1. Its LUMO energy is -0.031 Eh. The value obtained for the frontier orbital gap is 0.30843 Ha. The charge is 0. The value obtained for the HOMO energy is -9.25 eV.

Cartesian coordinates (Å):
O: -2.1674 -0.6800 0.5527
C: -1.9983 -1.6055 -0.2188
C: -1.6956 -2.9583 0.2970
C: -1.4846 -3.1490 1.6573
C: -1.2162 -4.4064 2.1453
C: -1.1198 -5.4973 1.2920
C: -1.3248 -5.3126 -0.0599
C: -1.6228 -4.0509 -0.5532
C: -1.8919 -3.8958 -2.0121
O: -2.0348 -4.8961 -2.6897
C: -2.0059 -2.5170 -2.5753
C: -2.0740 -2.2668 -3.9576
C: -1.9589 -3.3161 -5.0450
C: -0.4834 -3.6209 -5.4155
C: -0.0430 -5.0302 -5.0668
I: 1.9823 -5.3423 -5.7254
C: -2.2467 -0.9583 -4.3919
C: -2.3370 0.1008 -3.5121
C: -2.2295 -0.1399 -2.1620
C: -2.0725 -1.4244 -1.6872
H: -1.5365 -2.2919 2.3123
H: -1.0751 -4.5700 3.2051
H: -0.9064 -6.4757 1.6934
H: -1.2661 -6.1329 -0.7592
H: -2.5050 -4.2144 -4.7933
H: -2.4312 -2.8968 -5.9326
H: 0.1717 -2.9098 -4.9133
H: -0.3136 -3.4600 -6.4787
H: -0.6615 -5.7965 -5.5204
H: -0.0117 -5.2114 -4.0019
H: -2.3168 -0.7671 -5.4541
H: -2.4946 1.0861 -3.9156
H: -2.2904 0.6707 -1.4484
C: -6.2535 -6.0712 4.3138
C: -5.9587 -4.8537 3.4610
O: -4.5375 -4.9023 3.2740
S: -4.0487 -6.4230 3.1969
O: -3.9302 -6.8137 1.8399
O: -2.9807 -6.5936 4.1139
O: -5.3794 -7.0816 3.7922
H: -6.0060 -5.9000 5.3628
H: -7.2824 -6.4090 4.2280
H: -6.2246 -3.9196 3.9469
H: -6.4441 -4.9154 2.4852
C: -1.1864 1.9551 3.0664
C: -1.0305 0.5967 3.6978
O: -0.1059 0.8200 4.7824
S: -0.3228 2.2786 5.3860
O: -1.1458 2.2091 6.5382
O: 0.9396 2.9304 5.4158
O: -1.1857 2.8797 4.1802
H: -0.3356 2.1827 2.4214
H: -2.1104 2.0577 2.5039
H: -0.6222 -0.1309 3.0028
H: -1.9670 0.2257 4.1182
C: -0.8020 5.3873 -6.1353
C: -1.1691 5.4155 -4.6649
O: -1.7327 4.1140 -4.4328
S: -1.0023 3.0314 -5.3490
O: 0.0028 2.3730 -4.5948
O: -1.9970 2.2888 -6.0351
O: -0.3008 4.0570 -6.3464
H: -1.6742 5.5372 -6.7736
H: -0.0288 6.1052 -6.3923
H: -1.9063 6.1742 -4.4211
H: -0.2910 5.5366 -4.0282
C: 1.4724 0.5214 -2.6428
C: 2.9314 0.7896 -2.3361
O: 2.9200 1.1803 -0.9501
S: 1.7632 0.4054 -0.1798
O: 2.2935 -0.7016 0.5296
O: 0.9462 1.3750 0.4666
O: 0.9794 -0.1297 -1.4524
H: 0.9087 1.4376 -2.7857
H: 1.3273 -0.1287 -3.5011
H: 3.3476 1.5985 -2.9286
H: 3.5452 -0.1058 -2.4491
C: 3.8131 1.1024 4.0470
C: 4.4118 2.3639 4.6223
O: 5.8061 2.2662 4.2915
S: 5.9730 1.5281 2.8813
O: 6.1090 2.4963 1.8518
O: 6.9247 0.4889 3.0337
O: 4.5013 0.9155 2.8007
H: 4.0073 0.2422 4.6890
H: 2.7455 1.1899 3.8639
H: 4.2857 2.4216 5.6986
H: 4.0037 3.2603 4.1504
C: 2.5803 -1.7099 -9.6110
C: 3.4550 -1.9350 -8.3947
O: 3.2313 -0.7657 -7.5899
S: 1.7232 -0.2686 -7.7648
O: 0.9280 -0.7675 -6.6997
O: 1.7459 1.1133 -8.0773
O: 1.3876 -1.1152 -9.0764
H: 3.0346 -1.0121 -10.3166
H: 2.3210 -2.6339 -10.1200
H: 4.5101 -2.0098 -8.6405
H: 3.1356 -2.8138 -7.8365
C: -2.0772 6.5479 2.7026
C: -1.2804 5.3998 2.1204
O: -1.7105 5.3414 0.7501
S: -2.0415 6.8097 0.2192
O: -0.9269 7.3277 -0.4897
O: -3.3321 6.7901 -0.3671
O: -2.1031 7.5240 1.6483
H: -3.1030 6.2536 2.9314
H: -1.6137 6.9797 3.5847
H: -1.4800 4.4550 2.6080
H: -0.2078 5.6031 2.1431
C: 3.1209 1.9802 10.0230
C: 3.8639 2.9600 9.1378
O: 5.0717 2.2643 8.7933
S: 4.7810 0.6963 8.6702
O: 4.5584 0.3641 7.3088
O: 5.7308 -0.0018 9.4530
O: 3.3637 0.7061 9.4109
H: 3.5240 1.9650 11.0371
H: 2.0509 2.1652 10.0529
H: 4.1166 3.8859 9.6457
H: 3.3073 3.1787 8.2238

C33H32IN5O4P2Ru | ωB97M-V with the def2-TZVPD basis set

The spin multiplicity is 5. As for the expectation value of S²: 6.05. Its LUMO energy (spin up / spin down) is -0.441 / -0.533 Eh. The value obtained for the frontier orbital gap (spin up / spin down) is 0.26530 / 0.17375 Ha. The charge is +4. The value obtained for the HOMO energy (spin up / spin down) is -19.23 / -19.23 eV. The relative energy (zero: lowest compared OMol25 entry of this formula, charge and spin) comes out at 0.000 eV.

Cartesian coordinates (Å):
Ru: 0.6620 0.6101 0.3693
I: -0.2784 2.4255 2.3489
C: -1.3956 3.5420 0.9713
C: -1.1591 4.9176 1.0780
C: -1.9021 5.8066 0.3319
C: -2.9275 5.3106 -0.4933
C: -3.1795 3.9340 -0.5896
C: -4.2692 3.5230 -1.3731
C: -4.5950 2.1688 -1.4770
C: -3.7796 1.2399 -0.8666
C: -2.6508 1.6036 -0.1030
P: -1.6396 0.1422 0.4242
C: -1.8286 -1.0436 -0.9159
C: -1.2983 -0.7290 -2.1787
C: -1.4643 -1.6190 -3.2301
C: -2.1585 -2.8103 -3.0303
C: -2.6891 -3.1176 -1.7810
C: -2.5270 -2.2391 -0.7176
C: -2.3255 -0.4885 1.9405
C: -3.4987 0.0360 2.4821
C: -3.9962 -0.4804 3.6715
C: -3.3250 -1.5077 4.3181
C: -2.1498 -2.0301 3.7841
C: -1.6467 -1.5195 2.6006
C: -2.3747 2.9749 0.1122
H: -0.3993 5.2948 1.7501
H: -1.7154 6.8708 0.3998
H: -3.5420 6.0008 -1.0598
H: -4.8694 4.2693 -1.8807
H: -5.4584 1.8531 -2.0474
H: -4.0125 0.1903 -0.9975
H: -0.7942 0.2150 -2.3493
H: -1.0808 -1.3729 -4.2119
H: -2.3116 -3.4892 -3.8597
H: -3.2585 -4.0279 -1.6428
H: -2.9711 -2.4680 0.2434
H: -4.0374 0.8334 1.9851
H: -4.9103 -0.0824 4.0911
H: -3.7176 -1.9067 5.2442
H: -1.6362 -2.8319 4.2977
H: -0.7301 -1.9280 2.1839
O: 3.3633 5.3191 -2.0577
C: 4.1730 4.6454 -1.2478
O: 5.2926 4.9681 -1.0084
C: 3.6068 3.4565 -0.4970
C: 4.3670 2.8397 0.4907
N: 3.6713 1.8011 0.9636
N: 2.4755 1.6896 0.3456
C: 2.4408 2.7094 -0.5430
C: 1.1713 2.8655 -1.3042
O: 0.9096 3.8487 -1.9386
O: 0.2974 1.8646 -1.1284
H: 2.4771 4.9189 -2.1159
H: 5.3534 3.0999 0.8496
H: 3.9219 1.2073 1.7404
C: 2.3250 -4.6437 0.6036
N: 1.7914 -4.1152 -0.7467
C: 3.0075 -3.7208 -1.6241
N: 3.8175 -2.7800 -0.9343
C: 4.2863 -3.3231 0.3422
N: 3.1539 -3.6618 1.2106
C: 2.4473 -2.5114 1.7366
P: 1.7183 -1.5597 0.3008
C: 0.8499 -2.9600 -0.5450
C: 3.2177 -1.4623 -0.8050
H: 2.8914 -5.5452 0.3729
H: 1.4597 -4.8957 1.2152
H: 1.2816 -4.8688 -1.2168
H: 2.6118 -3.3236 -2.5578
H: 3.5507 -4.6459 -1.8133
H: 4.9269 -2.5972 0.8393
H: 4.8703 -4.2236 0.1556
H: 3.1297 -1.8689 2.2935
H: 1.6484 -2.8170 2.4139
H: 0.4644 -2.6394 -1.5148
H: 0.0071 -3.3038 0.0551
H: 3.9378 -0.7674 -0.3721
H: 2.9260 -1.0698 -1.7812

C19H18BF7Se2Te2W | ωB97M-V with the def2-TZVPD basis set

Its LUMO energy is -0.091 Eh. The value obtained for the frontier orbital gap is 0.20054 Ha. The charge is 0. The value obtained for the HOMO energy is -7.93 eV. The relative energy (zero: lowest compared OMol25 entry of this formula, charge and spin) comes out at 1.595 eV.

Cartesian coordinates (Å):
W: 0.7767 -0.4478 1.6640
C: -2.5629 3.7964 1.8866
C: -1.7889 3.0496 2.9707
C: -0.6405 3.9107 3.5019
C: -1.3796 1.6650 2.5133
C: -1.9541 0.9605 1.5373
C: -1.5198 -0.4455 1.3922
C: -1.2904 -1.1761 2.6054
C: -1.6927 -2.5990 2.7855
C: -0.5950 -0.4502 3.5633
C: -0.2813 0.9114 3.1853
H: -2.8228 4.7968 2.2333
H: -3.4894 3.2868 1.6223
H: -1.9569 3.8985 0.9831
H: -2.4740 2.8902 3.8140
H: 0.1330 4.0607 2.7496
H: -0.1731 3.4780 4.3875
H: -1.0300 4.8883 3.7890
H: -2.7137 1.3443 0.8708
H: -1.9458 -1.0310 0.5880
H: -2.7433 -2.6125 3.0863
H: -1.0990 -3.0931 3.5525
H: -1.5949 -3.1530 1.8550
H: -0.3051 -0.8837 4.5091
H: 0.3231 1.4339 3.9132
Se: 2.5327 -0.8532 3.3119
Te: 3.2288 0.9971 1.2848
Te: 5.1355 2.4028 2.3474
Se: 1.0530 2.0668 0.8372
F: 0.5778 -2.5093 -7.7148
C: 0.7943 -1.2545 -7.2899
F: -0.1781 -0.4825 -7.8173
F: 1.9525 -0.8420 -7.8431
C: 0.8261 -1.1487 -5.7919
C: 0.9768 0.1092 -5.2221
C: 0.9832 0.2427 -3.8468
C: 0.8348 -0.8842 -3.0332
C: 0.7048 -2.1459 -3.6169
C: 0.6981 -2.2767 -4.9960
C: 0.7963 -0.7501 -1.6102
C: 0.7914 -0.6379 -0.4035
H: 1.0866 0.9794 -5.8563
H: 1.1030 1.2148 -3.3881
H: 0.6139 -3.0146 -2.9791
H: 0.5927 -3.2515 -5.4503
F: 1.5435 -3.9861 -0.4484
B: 2.1881 -3.4551 0.5881
F: 3.0160 -2.4280 0.3482
F: 2.3630 -4.1577 1.7002
F: 0.6055 -2.4140 1.3311

C57H69N3O4PS | ωB97M-V with the def2-TZVPD basis set

Its LUMO energy is 0.062 Eh. The value obtained for the frontier orbital gap is 0.24624 Ha. The charge is -1. The value obtained for the HOMO energy is -5.01 eV.

Cartesian coordinates (Å):
C: 2.0986 -1.7334 0.5396
C: 1.7191 -0.2651 0.2369
C: 0.6038 0.2034 1.1773
C: 1.2329 -0.0760 -1.2100
C: 2.0253 0.8968 -2.1022
C: 3.0061 0.1570 -3.0596
O: 3.1295 0.6913 -4.1742
O: 3.5862 -0.8416 -2.6026
N: 2.6779 2.0028 -1.3306
C: 2.3192 3.3190 -1.8617
C: 0.8643 3.6571 -1.4630
C: -0.1018 3.8033 -2.6434
C: -1.4008 4.4649 -2.1935
C: -2.0514 3.6021 -1.0960
C: -3.5694 3.7551 -1.0152
C: -4.1800 2.6321 -0.1829
S: -6.0008 2.6168 -0.2889
C: -6.3150 1.0871 -1.0493
N: -6.0458 0.6661 -2.2436
N: -6.5448 -0.6277 -2.3252
C: -7.0808 -0.8747 -1.1778
O: -6.9737 0.1517 -0.3059
P: 4.3323 1.8472 -1.0985
O: 4.8258 2.6264 0.0722
H: 2.9966 -1.7925 1.1508
H: 2.2992 -2.2636 -0.3873
H: 1.2787 -2.2325 1.0563
H: 2.5961 0.3352 0.4599
H: 0.9178 0.2712 2.2176
H: 0.2186 1.1675 0.8442
H: -0.2291 -0.5001 1.1050
H: 0.1951 0.2684 -1.1844
H: 1.2241 -1.0374 -1.7165
H: 1.3111 1.3741 -2.7663
H: 2.9712 4.0479 -1.3778
H: 2.4845 3.3947 -2.9392
H: 0.8569 4.5709 -0.8724
H: 0.5497 2.8094 -0.8583
H: 0.4038 4.3912 -3.4103
H: -0.3214 2.8238 -3.0665
H: -2.0900 4.5346 -3.0360
H: -1.2079 5.4654 -1.8084
H: -1.6321 3.8897 -0.1320
H: -1.7965 2.5590 -1.2872
H: -3.8009 4.7036 -0.5280
H: -4.0095 3.7847 -2.0102
H: -3.9664 2.8225 0.8672
H: -3.7683 1.6659 -0.4562
H: -7.5865 -1.7663 -0.8570
H: 4.5524 0.4853 -0.9168
H: 4.9942 2.2624 -2.2698
C: 6.2013 -2.8459 -0.0261
C: 6.8388 -4.0780 -0.0105
C: 7.5504 -4.4805 1.1135
C: 7.6184 -3.6520 2.2258
C: 6.9774 -2.4199 2.2117
C: 6.2751 -2.0178 1.0855
H: 5.6447 -2.5257 -0.8996
H: 6.7818 -4.7258 -0.8765
H: 8.0517 -5.4405 1.1217
H: 8.1741 -3.9637 3.1015
H: 7.0323 -1.7698 3.0756
H: 5.7755 -1.0568 1.0675
C: -1.9299 1.5755 5.7924
C: -3.0070 1.3382 4.9502
C: -2.9707 1.7864 3.6373
C: -1.8575 2.4678 3.1666
C: -0.7799 2.7046 4.0074
C: -0.8172 2.2595 5.3212
H: -1.9564 1.2257 6.8165
H: -3.8742 0.8025 5.3161
H: -3.8115 1.6043 2.9794
H: -1.8267 2.8104 2.1397
H: 0.0901 3.2306 3.6366
H: 0.0233 2.4434 5.9778
C: -0.8143 5.4687 -7.5847
C: -1.1827 4.3724 -6.8176
C: -2.4364 4.3336 -6.2232
C: -3.3226 5.3873 -6.3985
C: -2.9548 6.4820 -7.1684
C: -1.6995 6.5236 -7.7595
H: 0.1647 5.5006 -8.0451
H: -0.4927 3.5498 -6.6805
H: -2.7208 3.4810 -5.6195
H: -4.3000 5.3550 -5.9339
H: -3.6461 7.3037 -7.3064
H: -1.4103 7.3797 -8.3558
C: -5.2394 -2.4673 4.1940
C: -5.1312 -1.4998 3.2055
C: -6.1898 -1.2700 2.3358
C: -7.3591 -2.0056 2.4654
C: -7.4716 -2.9722 3.4563
C: -6.4091 -3.2053 4.3178
H: -4.4113 -2.6486 4.8672
H: -4.2183 -0.9261 3.1091
H: -6.1084 -0.5202 1.5645
H: -8.1889 -1.8232 1.7926
H: -8.3868 -3.5426 3.5567
H: -6.4925 -3.9626 5.0868
C: 12.1786 -0.8860 2.5776
C: 11.8899 0.3309 3.1798
C: 10.6555 0.9317 2.9728
C: 9.7078 0.3136 2.1685
C: 9.9960 -0.9041 1.5683
C: 11.2319 -1.5023 1.7704
H: 13.1419 -1.3542 2.7373
H: 12.6273 0.8116 3.8104
H: 10.4313 1.8833 3.4377
H: 8.7441 0.7801 2.0079
H: 9.2557 -1.3861 0.9442
H: 11.4555 -2.4510 1.2991
C: -12.1630 -1.9796 5.4119
C: -10.8812 -1.7547 4.9293
C: -10.7010 -1.1284 3.7043
C: -11.8024 -0.7201 2.9647
C: -13.0842 -0.9427 3.4483
C: -13.2646 -1.5748 4.6707
H: -12.3037 -2.4697 6.3668
H: -10.0202 -2.0667 5.5069
H: -9.7022 -0.9564 3.3286
H: -11.6612 -0.2278 2.0110
H: -13.9432 -0.6233 2.8723
H: -14.2643 -1.7515 5.0463
C: 5.1174 -6.8222 -2.7636
C: 5.7374 -5.8162 -3.4914
C: 6.5475 -6.1386 -4.5710
C: 6.7323 -7.4673 -4.9274
C: 6.1106 -8.4738 -4.2012
C: 5.3052 -8.1512 -3.1176
H: 4.4874 -6.5682 -1.9209
H: 5.5870 -4.7792 -3.2188
H: 7.0334 -5.3528 -5.1344
H: 7.3612 -7.7186 -5.7721
H: 6.2536 -9.5102 -4.4801
H: 4.8225 -8.9360 -2.5491

C30H71N | ωB97M-V with the def2-TZVPD basis set

As for the SMILES: CCN(CC)CC.CCCCCC.CCCCCC.CCCCCC.CCCCCC. Its LUMO energy is 0.031 Eh. The value obtained for the frontier orbital gap is 0.33231 Ha. The charge is 0. The value obtained for the HOMO energy is -8.19 eV. The relative energy (zero: lowest compared OMol25 entry of this formula, charge and spin) comes out at 1.307 eV.

Cartesian coordinates (Å):
C: 1.0255 0.0082 4.3806
C: 1.4188 -0.4532 2.9594
N: 0.4387 -1.3531 2.4031
C: 0.3472 -1.4644 0.9384
C: 1.2908 -2.2746 0.1813
C: 0.4303 -2.7624 3.0455
C: -0.7924 -3.5570 2.4659
H: 1.5615 0.9986 4.6773
H: 1.1202 -0.5668 5.2183
H: 0.0204 0.4913 4.3552
H: 2.3054 -0.9924 3.1396
H: 1.3289 0.3029 2.1455
H: 0.6629 -0.4440 0.4894
H: -0.5637 -1.5606 0.6930
H: 1.1120 -2.0476 -0.9586
H: 1.2118 -3.2804 0.3102
H: 2.4788 -1.9867 0.2901
H: 0.1894 -2.4451 4.0058
H: 1.3266 -3.2334 3.0370
H: -0.7699 -3.9769 1.4212
H: -1.7188 -3.1958 2.4806
H: -1.0652 -4.3885 3.1794
C: 0.9265 2.5229 -1.7623
C: 1.4766 0.9496 -2.0801
C: 2.7450 0.6006 -1.4431
C: 3.9722 1.3454 -2.0050
C: 5.2561 0.7526 -1.3391
C: 6.6004 1.4136 -1.8140
H: 0.9451 2.6936 -0.6105
H: 0.1036 2.8755 -2.2630
H: 1.7207 2.9947 -2.0654
H: 1.2413 0.7500 -3.0747
H: 0.7108 0.3042 -1.6975
H: 2.8765 -0.4694 -1.7649
H: 2.7474 0.7338 -0.3551
H: 3.7283 2.4399 -1.7493
H: 4.0810 1.4724 -3.2130
H: 5.2774 -0.1605 -1.7019
H: 5.0150 0.6075 -0.2330
H: 6.6339 2.4141 -1.5659
H: 6.7419 1.5077 -3.0776
H: 7.3529 0.8330 -1.4707
C: -3.9284 2.1720 -3.1029
C: -3.7757 0.6974 -3.0487
C: -2.3844 0.0799 -3.2144
C: -2.2284 -1.4206 -2.9102
C: -0.8891 -1.9937 -3.1141
C: -0.9200 -3.4968 -3.1424
H: -4.8958 2.7704 -2.7599
H: -4.0153 2.4199 -4.1458
H: -3.0170 2.7390 -2.7568
H: -4.6390 0.1121 -3.6693
H: -4.1570 0.4626 -1.9471
H: -1.5988 0.4281 -2.6456
H: -2.0504 0.1967 -4.1900
H: -3.0202 -1.9236 -3.3708
H: -2.4840 -1.6432 -1.9704
H: -0.0656 -1.6536 -2.5231
H: -0.5149 -1.7024 -4.2211
H: -1.5639 -3.9694 -3.7034
H: -1.2545 -3.6016 -2.0215
H: -0.1020 -3.9178 -3.2404
C: -4.1165 -5.5691 1.7074
C: -4.0991 -5.0186 0.3432
C: -5.4366 -4.4261 -0.1936
C: -5.3673 -3.7932 -1.5885
C: -6.7765 -3.2223 -2.0695
C: -6.9967 -1.7983 -1.5911
H: -4.9948 -6.1916 1.8949
H: -3.9972 -4.7346 2.4731
H: -3.2558 -6.2074 2.0688
H: -3.4095 -5.6110 -0.3636
H: -3.5052 -4.0186 0.4843
H: -5.7456 -3.6048 0.4499
H: -6.2387 -5.2810 0.1644
H: -5.2311 -4.7264 -2.0906
H: -4.5443 -3.1128 -1.7545
H: -7.6059 -3.8236 -1.6862
H: -6.5168 -3.1488 -3.1870
H: -7.9709 -1.3827 -2.0418
H: -6.2795 -1.0834 -2.0075
H: -7.1732 -1.7096 -0.5463
C: 3.2610 2.8427 1.7490
C: 3.5256 3.2584 3.1876
C: 4.0049 4.6224 3.5275
C: 2.9076 5.7055 3.1186
C: 3.5271 7.2079 3.2428
C: 4.6101 7.6138 2.2473
H: 4.0572 3.1857 1.1123
H: 2.4479 3.4111 1.3927
H: 3.2405 1.6698 1.6374
H: 4.3685 2.5736 3.5185
H: 2.6136 2.8647 3.5899
H: 4.9223 4.8545 2.9660
H: 4.0134 4.4464 4.5468
H: 2.1573 5.4877 3.7369
H: 2.4994 5.4080 2.1358
H: 3.7555 7.3417 4.1864
H: 2.7129 7.8862 3.3197
H: 4.0469 7.4974 1.3481
H: 5.5754 6.9066 2.5247
H: 5.0070 8.5252 2.5725

> What is the formula in the second record?

C33H32IN5O4P2Ru

> Among the records above, which one has the highest charge?

C33H32IN5O4P2Ru

> Which of these has the highest charge?

C33H32IN5O4P2Ru